ORCA calculation (wB97M-V/def2-TZVPD) on a molecular structure, C22H30N2P2Pt at a distorted geometry.

Summary:
Multiplicity ... 5
Net charge ... +2
E_tot ... -48087.1567 eV
⟨S²⟩ ... 6.03
Max |F| ... 4.613 eV/Å

Geometry as XYZ:
```
57
Properties=species:S:1:pos:R:3:forces:R:3
C 3.410 -2.770 -0.226 0.1318 -0.0203 0.2300
C 2.301 -1.962 -0.466 -0.5865 0.2942 0.0444
C 1.123 -2.114 0.329 0.5194 -0.4723 0.5793
C 1.150 -3.092 1.369 0.7913 0.0313 0.0469
C 2.314 -3.825 1.631 -0.6453 0.2263 0.0150
C 3.437 -3.677 0.833 0.2291 0.1523 -0.3758
C -0.039 -3.349 2.165 -0.1584 -1.3042 -1.7305
C -1.281 -2.984 1.505 -0.7552 0.2010 0.1476
C -1.274 -2.034 0.439 -0.5600 -0.4465 0.6157
C -2.501 -1.817 -0.259 0.6574 0.2940 0.0290
C -3.661 -2.469 0.154 -0.0657 -0.0323 0.1648
C -3.666 -3.320 1.257 -0.2211 0.1834 -0.3046
C -2.479 -3.578 1.924 0.6264 0.1476 -0.1115
H 4.280 -2.661 -0.875 -0.2166 -0.0428 0.2260
H 2.304 -4.532 2.462 0.0598 0.1789 -0.2369
H 4.335 -4.263 1.023 -0.2323 0.1172 -0.0567
H -0.063 -4.381 2.534 0.0289 0.4590 0.3507
H -4.582 -2.288 -0.403 0.2378 -0.0896 0.1852
H -4.596 -3.783 1.582 0.2166 0.0701 -0.0880
H -2.445 -4.260 2.774 -0.0759 0.1655 -0.2179
N -0.062 -1.370 0.144 -0.0700 -2.1888 -0.3672
Pt -0.029 0.579 -0.282 -0.0705 -0.8289 2.9942
C 2.408 -0.927 -1.563 0.1223 0.0959 0.0550
H 1.659 -1.079 -2.353 0.2453 0.0802 0.1484
H 3.410 -0.927 -2.007 -0.1478 -0.2706 -0.0153
C -2.596 -0.876 -1.442 -0.0980 0.0931 0.1101
H -1.902 -1.150 -2.251 -0.2281 0.0855 0.1832
H -3.618 -0.846 -1.835 0.1349 -0.2412 -0.0061
P 2.134 0.742 -0.866 1.4159 -0.3657 -2.4575
P -2.172 0.820 -0.917 -1.2939 -0.2652 -2.4011
C -3.321 1.282 0.401 0.2927 0.1382 0.3131
H -2.928 2.175 0.905 -0.2264 -0.1738 -0.0303
H -4.311 1.502 -0.021 0.2444 -0.0544 -0.0009
H -3.406 0.467 1.129 0.0558 0.1814 -0.1202
C -2.496 1.896 -2.330 -0.3686 0.0909 -0.0549
H -3.558 1.836 -2.601 0.2045 0.1526 -0.0490
H -2.242 2.928 -2.056 -0.1032 -0.1985 -0.1459
H -1.879 1.586 -3.182 -0.1384 0.0622 0.2403
C 3.302 0.956 0.499 -0.3148 0.1450 0.3319
H 4.325 1.058 0.112 -0.2574 -0.0167 -0.0211
H 3.022 1.864 1.049 0.2007 -0.1923 -0.0353
H 3.252 0.096 1.178 -0.0139 0.1963 -0.1184
C 2.584 1.922 -2.157 0.3172 0.0830 -0.0264
H 2.491 2.939 -1.755 0.0728 -0.1889 -0.1746
H 3.622 1.744 -2.469 -0.1885 0.1768 -0.0008
H 1.915 1.811 -3.019 0.1554 -0.0004 0.2409
H 0.054 -2.716 3.482 0.0603 0.4201 0.6859
H 0.100 -2.445 4.247 0.0182 0.1532 0.2241
C 0.653 6.134 -0.371 0.2693 0.0287 -0.3136
C -0.108 5.111 0.486 -0.0412 0.7120 0.0176
C -0.011 3.735 0.021 -0.1210 -1.8166 -0.0077
N 0.006 2.595 -0.216 0.0734 4.4337 1.2727
H 1.735 6.015 -0.247 -0.2029 0.0071 -0.0719
H 0.395 7.155 -0.072 -0.0158 -0.3131 0.0474
H 0.406 6.024 -1.431 0.0423 0.0453 0.1908
H 0.272 5.141 1.517 -0.1762 -0.1713 -0.1821
H -1.173 5.379 0.518 0.1694 -0.2077 0.0316
```
Positions in Å, forces in eV/Å.